No. 1
Entry from the Open Molecules 2025 dataset: a structure of composition Cl7K5O28 in a non-equilibrium geometry (ωB97M-V/def2-TZVPD).

Properties
HOMO level: -2.582 eV
E_LUMO: 0.0491 Eh
charge: -2
gap between HOMO and LUMO: 3.92 eV
2S+1: 1

The geometry in XYZ format:
```
40
Cl7K5O28 | the Open Molecules 2025 dataset | ωB97M-V/def2-TZVPD
K 0.308 -5.574 -0.964
K -4.287 -0.884 -0.560
K -1.032 3.616 -0.511
K 0.583 -0.804 0.373
K 3.446 0.175 -3.514
Cl 2.395 2.610 -0.108
O 2.275 3.746 -0.937
O 1.671 2.847 1.062
O 1.761 1.552 -0.959
O 3.790 2.439 0.253
Cl 3.495 -2.572 0.116
O 3.981 -1.295 -0.201
O 4.484 -3.689 -0.049
O 2.893 -2.631 1.393
O 2.520 -2.815 -0.941
Cl -1.688 -1.611 -2.261
O -2.849 -1.875 -3.074
O -1.312 -0.280 -1.997
O -2.026 -2.277 -1.065
O -0.655 -2.398 -2.775
Cl 1.998 -0.851 6.409
O 2.675 -2.007 6.965
O 1.648 -1.487 5.141
O 0.976 -0.357 7.232
O 2.963 0.106 6.190
Cl 0.837 2.142 -5.121
O 1.177 3.450 -4.653
O 1.787 1.808 -6.032
O 0.792 1.228 -4.000
O -0.387 2.299 -5.842
Cl -4.508 2.627 -1.168
O -3.381 2.016 -0.376
O -5.681 1.719 -1.078
O -5.002 3.837 -0.571
O -4.316 2.884 -2.477
Cl -2.249 -1.561 3.218
O -0.929 -2.215 2.961
O -3.134 -2.086 2.276
O -2.677 -1.731 4.625
O -2.339 -0.101 3.017
```

=====

No. 2
Entry from the Open Molecules 2025 dataset: a structure of composition Cl9FeV in a non-equilibrium geometry (ωB97M-V/def2-TZVPD).

Properties
HOMO level (alpha / beta): -0.045 / 0.547 eV
E_LUMO (alpha / beta): 0.1991 / 0.1021 Eh
charge: -3
gap between HOMO and LUMO (alpha / beta): 5.46 / 2.23 eV
2S+1: 8

The geometry in XYZ format:
```
11
Cl9FeV | the Open Molecules 2025 dataset | ωB97M-V/def2-TZVPD
V -0.101 -0.591 0.410
Fe 2.388 2.256 -2.806
Cl 0.745 1.057 -1.297
Cl 4.237 0.124 -1.857
Cl -1.533 -1.716 -1.950
Cl 0.959 -2.836 0.716
Cl -2.129 -0.267 1.588
Cl -1.568 3.411 0.537
Cl 1.456 0.535 2.113
Cl -0.440 -3.277 4.594
Cl -4.013 1.303 -2.048
```